Computed, not measured: a structure of composition C21H40NOReS3Si2 at a distorted geometry, with wB97M-V/def2-TZVPD.

Atoms and positions in Å:
Re 0.27344 0.19292 -0.80883
C -0.55454 3.57351 -1.24292
C -0.94589 2.98056 -2.58454
S -0.96121 1.14203 -2.59960
C -0.00344 0.88030 -4.09308
C 1.43797 1.31688 -3.90198
S 2.11771 0.51920 -2.42286
C 3.05102 1.88974 -1.70125
C 2.21148 3.08518 -1.32847
S 0.72851 2.64791 -0.37260
H -1.39533 3.55032 -0.55716
H -0.24513 4.61463 -1.34388
H -0.29949 3.31603 -3.39471
H -1.95910 3.29928 -2.82777
H -0.46916 1.38692 -4.93993
H -0.07097 -0.19345 -4.27623
H 1.53664 2.39543 -3.80475
H 2.03869 1.00537 -4.75589
H 3.85027 2.18844 -2.38245
H 3.51957 1.45413 -0.81813
H 1.89788 3.66322 -2.19763
H 2.81462 3.74605 -0.70661
C -2.29374 2.05291 1.34818
Si -0.96738 1.13563 2.32234
C 0.41417 2.22971 2.94640
C -1.90524 0.59333 3.85254
C -0.31293 -0.30711 1.27186
C -1.50849 -0.99657 0.76463
C -2.35310 -1.94290 1.34601
C -3.42702 -2.41015 0.61563
C -3.63083 -1.94622 -0.68536
C -2.73928 -1.04308 -1.21447
N -1.71364 -0.56338 -0.50152
Si 0.96900 -1.30377 2.23486
C 0.92640 -3.10059 1.70622
C 2.65767 -0.54825 1.91185
C 0.75934 -1.36268 4.09187
H -2.30723 3.12142 1.58574
H -3.26772 1.64698 1.63715
H -2.20406 1.91913 0.27110
H -0.00728 3.16513 3.32873
H 1.17546 2.47973 2.21209
H 0.90852 1.73457 3.78779
H -2.46953 1.45915 4.21588
H -1.26483 0.25676 4.66645
H -2.63450 -0.19365 3.63891
H -2.15702 -2.29447 2.35158
H -4.10979 -3.13055 1.04945
H -4.46425 -2.28989 -1.28114
H -2.84629 -0.67640 -2.22630
H 0.79200 -3.24080 0.63494
H 0.10518 -3.62481 2.20341
H 1.85753 -3.59553 1.99820
H 2.73912 -0.17831 0.88442
H 3.46108 -1.27360 2.07288
H 2.83552 0.29938 2.58019
H -0.24114 -1.67939 4.39444
H 0.97328 -0.40843 4.57749
H 1.46906 -2.09711 4.48714
C -0.19501 -3.88072 -2.15999
O -0.43285 -2.53911 -1.71346
C 0.54583 -1.70373 -1.32939
C 1.92314 -2.32233 -1.46413
H 0.49161 -3.90260 -3.00539
H -1.16657 -4.25348 -2.46789
H 0.18770 -4.50238 -1.35093
H 1.95781 -3.35949 -1.13119
H 2.65515 -1.76264 -0.88663
H 2.24167 -2.31429 -2.51131

Properties
energy relative to the best compared isomer or geometry (same formula, charge and spin): 15.9 kcal per mole
charge: +1
frontier orbital gap (alpha / beta): 7.58 / 6.86 eV
spin multiplicity: 2